ORCA calculation (the ωB97M-V functional and the def2-TZVPD basis) on a molecular structure, C22H14F3N4O5SV at a distorted geometry.

Structure (ORCA input):
```
! RIJCOSX wB97M-V def2-TZVPD def2/J DEFGRID3
* xyz 2 3
V -0.749 0.609 0.157
C -1.152 8.708 10.760
O -1.002 7.294 10.700
C -0.886 6.682 9.534
C -0.911 7.332 8.291
C -0.761 6.603 7.134
C -0.592 5.214 7.169
C -0.593 4.567 8.419
C -0.734 5.283 9.575
C -0.439 4.429 5.973
N -0.413 3.102 5.932
C -0.297 2.768 4.634
C -0.239 3.914 3.826
N -0.325 4.954 4.704
C -0.118 3.857 2.418
C 0.030 4.934 1.517
C 0.165 4.689 0.169
C 0.121 3.381 -0.312
N -0.040 2.352 0.519
C -0.130 2.562 1.860
C -0.226 1.385 2.664
N -0.255 0.191 1.997
C -0.248 -0.936 2.710
C -0.227 -0.938 4.103
C -0.251 0.258 4.789
C -0.262 1.461 4.062
H -1.168 8.957 11.815
H -2.088 9.021 10.293
H -0.315 9.217 10.280
H -1.058 8.402 8.238
H -0.792 7.134 6.190
H -0.481 3.492 8.447
H -0.738 4.804 10.545
H -0.302 5.933 4.476
H 0.046 5.954 1.876
H 0.300 5.505 -0.527
H 0.213 3.152 -1.366
H -0.266 -1.870 2.162
H -0.209 -1.883 4.625
H -0.255 0.295 5.871
F -2.085 -1.322 0.347
C -3.308 -0.968 -0.254
F -3.444 -1.663 -1.346
F -4.261 -1.201 0.594
S -3.048 0.841 -0.606
O -2.646 1.336 0.714
O -4.118 1.447 -1.277
O -1.753 0.671 -1.367
O 1.700 -0.596 -1.066
C 0.799 -0.141 -0.589
*
```

Results
total energy = -3083.2866 a.u.
HOMO energy (alpha / beta) = -12.50 / -12.50 eV
LUMO level (alpha / beta) = -8.80 / -8.62 eV
M = 554.382 g mol⁻¹
frontier orbital gap (alpha / beta) = 0.1358 / 0.1426 Ha

Mulliken atomic charge list, values in e, 2 entries: number 1, V, carries 0.267; number 2, C, carries -0.848